(1)
96
Properties=species:S:1:pos:R:3:forces:R:3 method="wB97M-V/def2-TZVPD" e_homo_ha=-0.4801 charge=+2 relative_energy_kcal_mol=667.0 energy_ev=-70294.8748
Tl -0.83637 -0.23883 3.04677 -7.452 -8.726 5.908
C 0.50277 0.93723 0.45167 0.592 0.303 1.933
O -0.38923 0.46273 1.36388 2.990 2.296 -5.547
H 0.00204 1.49182 -0.34193 0.922 1.124 2.406
H 1.23030 1.66588 0.80925 -2.178 -1.594 -0.326
H 1.01883 0.09175 -0.00324 -0.002 1.206 0.051
C -0.42964 -1.14355 -0.75426 1.992 -8.975 5.555
C -1.92424 -0.95205 -0.71656 -1.657 -1.329 2.423
O -2.61987 -2.17225 -0.23138 0.120 0.236 3.007
C -2.70844 -2.35819 1.16366 0.033 0.216 -3.729
O -2.16805 -1.67760 2.02397 -0.943 -5.671 -2.091
O -3.51237 -3.38616 1.34497 -0.119 0.709 -2.263
C -3.68453 -3.99751 2.55465 -0.192 -0.729 3.040
H -0.24970 -2.16492 -1.08969 0.067 -0.342 -0.209
H -0.04522 -1.10513 0.26497 -1.319 -0.468 -0.860
H 0.08972 -0.40433 -1.36411 3.237 -4.669 2.967
H -2.37956 -0.57879 -1.63386 -0.617 -1.511 0.148
H -2.12540 -0.15218 -0.00392 0.161 -2.338 -0.610
H -2.77451 -4.49295 2.89302 -0.376 -0.307 -0.064
H -4.52523 -4.69127 2.55065 0.204 0.031 -0.582
H -3.90854 -3.27657 3.34087 0.138 -0.095 0.187
C 2.10731 1.67893 -5.40440 0.725 -0.272 -0.280
C 3.00034 2.66149 -4.67162 0.172 0.773 -2.077
O 2.95982 2.41798 -3.29133 1.053 -0.461 -0.114
C 2.06827 2.95569 -2.52354 -0.130 1.462 -2.283
O 1.07552 3.57672 -2.81003 0.175 1.453 -0.052
O 2.46102 2.68692 -1.34919 0.276 -1.495 5.362
C 1.70410 3.07766 -0.17704 0.965 3.098 -1.348
H 2.36574 0.67214 -5.07625 0.166 1.203 -0.053
H 2.30538 1.52983 -6.46583 -0.152 1.087 -0.245
H 1.06181 1.88002 -5.17075 0.128 0.096 -0.599
H 2.82153 3.71838 -4.86938 -0.772 0.047 0.115
H 4.04321 2.60852 -4.98421 0.083 -0.692 0.282
H 2.13160 2.54007 0.66933 -0.076 1.373 -1.541
H 0.62014 2.97740 -0.23236 0.872 0.402 -0.535
H 1.90444 4.13992 -0.03717 0.076 0.212 0.114
C -0.42888 -5.66441 1.34067 -1.328 1.212 0.193
C -0.69367 -4.26410 1.95999 0.467 -1.164 -0.687
O 0.29243 -3.46449 1.26866 0.860 2.098 0.526
C 0.72660 -2.21372 1.52494 1.618 -5.355 -3.494
O 0.27611 -1.44083 2.31466 7.040 -6.790 -0.104
O 1.75574 -2.03220 0.69445 0.698 -0.390 2.449
C 2.66608 -0.90670 0.85574 -0.481 0.248 -3.176
H -0.93669 -5.62551 0.37696 0.411 -0.323 -0.245
H -0.97470 -6.39509 1.93756 0.455 -0.272 0.025
H 0.64260 -5.83004 1.22846 -0.266 -0.263 0.199
H -0.56982 -4.32012 3.04148 0.353 0.595 0.059
H -1.69095 -3.91329 1.69452 1.367 -0.576 0.110
H 3.74985 -1.02159 0.83700 -0.127 -1.581 0.254
H 2.44991 -0.13532 1.59489 -1.360 -3.828 -3.406
H 2.42544 -0.43191 -0.09546 1.225 0.237 -0.084
C -1.99456 2.91018 -0.69398 -0.815 0.170 -0.068
C -1.86127 1.62583 0.09039 -1.981 4.113 1.907
O -3.20620 1.12610 0.45633 -0.453 -1.174 3.700
C -3.36217 0.35602 1.63062 -0.151 2.529 -2.722
O -2.49072 0.21658 2.52020 -12.199 6.438 -1.870
O -4.56904 -0.16809 1.58237 2.522 1.000 -0.576
C -5.04146 -1.08013 2.51976 -2.825 -0.816 1.810
H -0.99941 3.34669 -0.77892 -0.204 0.152 -0.191
H -2.64662 3.63535 -0.20709 0.070 -0.014 0.036
H -2.36460 2.74768 -1.70628 -0.120 0.143 -0.088
H -1.25612 1.81474 0.97708 -1.559 0.525 -0.308
H -1.35769 0.92191 -0.57220 -1.720 1.112 3.672
H -6.08879 -1.19732 2.24143 0.049 -0.272 -0.406
H -5.20858 -0.67256 3.51678 0.887 0.390 0.140
H -4.63618 -2.08959 2.58940 0.203 1.201 -0.509
C 3.71519 1.92660 1.68310 1.329 0.354 -0.255
C 2.62804 1.13209 2.38068 0.940 1.576 -0.216
O 2.25562 1.91089 3.45564 -2.631 0.706 3.317
C 1.04729 1.77445 3.99775 2.418 2.329 2.658
O 0.13622 1.05046 3.56168 9.885 12.691 6.912
O 0.98145 2.54680 5.11142 1.074 -2.624 -2.539
C -0.23594 2.70663 5.81574 -1.772 0.544 -0.326
H 3.34930 2.93431 1.48630 0.326 -0.175 0.367
H 4.01261 1.52664 0.71372 -0.260 -0.211 -0.097
H 4.66199 2.12887 2.18384 -0.153 -0.686 0.690
H 2.80673 0.06370 2.50194 1.627 1.574 4.339
H 1.76976 1.08030 1.71078 0.662 0.273 1.301
H -0.11677 2.74611 6.89849 0.710 0.552 -0.314
H -0.99875 1.93719 5.69666 0.364 -0.477 -0.541
H -0.62279 3.59620 5.31862 -0.474 0.292 0.978
C -0.64016 0.56851 -1.91145 -1.694 5.159 -8.803
C 0.02051 1.11814 -3.15724 -2.366 -0.293 0.593
O 1.12999 0.31860 -3.48723 1.200 1.212 2.572
C 1.00467 -0.76147 -4.14780 -1.815 -3.124 -3.541
O -0.03085 -1.37326 -4.43439 1.740 1.033 1.130
O 2.20875 -1.01842 -4.70897 -0.280 -1.395 1.248
C 2.37290 -2.12283 -5.61140 0.426 0.140 -0.631
H 0.02404 0.68767 -1.05545 -0.412 0.743 -3.527
H -0.81203 -0.50702 -1.86894 -2.211 3.519 -6.295
H -1.54216 1.10427 -1.61579 0.588 0.088 -3.956
H 0.31060 2.13797 -2.90446 -0.188 -1.068 -0.949
H -0.65526 1.12130 -4.01247 -0.161 0.035 0.058
H 2.23867 -3.12461 -5.20335 -0.414 0.315 0.394
H 3.41825 -2.04967 -5.91140 -0.069 0.039 0.012
H 1.76253 -1.97325 -6.50201 -0.182 -0.114 0.191

(2)
85
Properties=species:S:1:pos:R:3:forces:R:3 method="wB97M-V/def2-TZVPD" e_homo_ha=-0.3683 charge=0 relative_energy_kcal_mol=0.0 energy_ev=-64085.0935
C -2.77275 -3.40202 3.14481 1.179 -0.037 -0.908
C -1.94014 -3.20528 2.28419 -0.592 0.486 0.306
Si -0.69610 -2.58882 1.07000 0.851 -0.441 0.448
C -0.59862 -3.75503 -0.40253 -0.158 0.343 -0.426
C -0.14794 -3.10896 -1.75251 0.645 -0.439 1.036
C 1.18383 -3.70304 -2.22393 -0.114 0.103 -0.438
C 1.66795 -2.99216 -3.49046 -0.424 0.781 0.302
C 2.17547 -1.54319 -3.27108 0.487 -1.013 -0.057
C 3.71469 -1.49946 -3.08868 -0.552 1.354 -0.144
C 4.18105 -0.69338 -1.86604 1.033 -0.683 -0.279
C 4.25563 -1.50363 -0.56677 -0.922 -0.297 -0.213
C 3.01296 -1.42957 0.33675 0.353 0.561 0.579
C 2.40920 -0.02951 0.50825 0.098 -0.640 -0.288
C 3.33037 0.97646 1.18554 -0.607 0.204 0.446
C 3.54514 0.63238 2.68914 -0.286 0.619 -0.902
C 2.95069 1.69344 3.65871 0.508 -1.567 0.357
C 1.67148 1.16364 4.30541 -0.892 0.609 -0.227
C 0.41450 1.35668 3.42535 0.194 -0.115 0.156
O -0.91359 -0.98791 0.65566 -1.193 -0.964 -0.199
Si -2.31452 -0.55315 -0.16406 0.362 1.666 -0.311
C -2.18412 1.30056 -0.44523 0.093 -0.278 1.262
C -2.08722 1.97422 0.96077 -0.488 -0.095 -0.186
C -3.01850 3.17035 1.15612 0.573 0.659 0.121
C -2.46405 4.46344 0.50517 -0.588 -0.451 -0.388
C -3.09486 4.75457 -0.87655 -0.365 0.209 0.664
O -2.14840 5.12713 -1.87977 0.532 -0.295 0.418
C -1.57643 4.07626 -2.51814 0.394 -0.463 -0.591
C -0.06892 4.05537 -2.55815 -0.116 0.493 -0.139
O -2.20711 3.20749 -3.05394 -0.434 -0.040 0.251
C -3.92464 -0.84154 0.80131 0.131 -0.081 -1.190
P -5.06162 -2.10190 0.12685 -0.707 0.200 1.844
O -5.39796 -3.06290 1.16198 0.066 -0.834 0.596
O -6.40159 -1.33573 -0.33240 1.043 -0.056 -1.057
O -4.52520 -2.74539 -1.23492 0.058 0.538 -0.150
H -3.41984 -3.65223 3.93582 -0.510 -0.070 0.281
H 0.59702 -2.65350 1.77785 -0.004 0.164 0.019
H -1.52612 -4.32319 -0.49455 -0.094 0.000 -0.088
H 0.15667 -4.49785 -0.13981 -0.039 -0.119 0.259
H 0.01941 -2.04920 -1.57026 -0.253 0.218 -0.370
H -0.88996 -3.25628 -2.52934 -0.204 0.210 -0.095
H 1.92185 -3.64064 -1.42273 0.108 0.025 0.043
H 1.03427 -4.76303 -2.43709 0.036 -0.108 0.025
H 0.80343 -2.92563 -4.15283 0.000 -0.242 -0.228
H 2.45604 -3.53276 -4.00769 -0.033 -0.258 -0.053
H 1.68784 -1.05783 -2.42653 -0.115 -0.076 0.101
H 1.90328 -0.97586 -4.15647 0.006 0.222 -0.042
H 4.10441 -0.94572 -3.94418 0.111 -0.167 -0.208
H 4.17751 -2.48223 -3.13854 -0.051 -0.173 0.260
H 5.20299 -0.38958 -2.10224 0.079 0.184 0.075
H 3.60988 0.22707 -1.78586 -0.117 0.052 0.098
H 4.36376 -2.54920 -0.86296 0.187 -0.117 0.071
H 5.14705 -1.27963 0.01304 0.058 0.330 0.038
H 2.22054 -2.11671 0.05099 0.008 -0.095 -0.318
H 3.33163 -1.75330 1.33053 -0.091 -0.242 0.057
H 2.05055 0.30904 -0.46498 0.044 0.269 -0.044
H 1.50994 -0.14285 1.11066 -0.135 0.098 0.156
H 2.80823 1.93414 1.15960 0.096 0.187 -0.152
H 4.26624 1.12963 0.65119 0.116 -0.186 -0.073
H 3.01974 -0.30312 2.86544 0.196 -0.220 0.202
H 4.60555 0.47453 2.86754 0.063 -0.042 0.196
H 3.68727 1.80991 4.45167 0.039 0.457 0.073
H 2.78243 2.63362 3.14376 0.030 0.234 0.107
H 1.75935 0.10839 4.54733 0.257 -0.138 0.079
H 1.46365 1.66475 5.24957 0.248 0.161 0.115
H 0.10225 0.44007 2.92987 0.026 -0.063 -0.159
H -0.42595 1.69284 4.02934 -0.122 0.012 -0.004
H 0.59059 2.11063 2.65912 -0.016 0.052 -0.048
H -2.34898 -1.16648 -1.51020 -0.007 -0.426 0.178
H -3.07965 1.65610 -0.95008 0.057 -0.006 -0.351
H -1.29216 1.55144 -1.00832 -0.070 -0.017 -0.449
H -2.31568 1.25393 1.75111 0.105 -0.062 0.081
H -1.06165 2.29885 1.12299 0.062 -0.069 0.158
H -3.11768 3.40161 2.21561 -0.006 -0.281 0.198
H -4.02612 2.94642 0.80135 -0.069 -0.010 -0.088
H -1.38200 4.36654 0.44544 0.127 0.145 -0.181
H -2.68043 5.30819 1.15061 0.121 0.147 0.125
H -3.76046 5.60312 -0.76738 -0.090 0.161 -0.188
H -3.71160 3.90894 -1.16941 0.165 -0.092 -0.464
H 0.34758 5.05856 -2.53334 0.061 0.038 0.047
H 0.33346 3.48710 -1.72151 -0.158 0.032 0.262
H 0.23038 3.53420 -3.45799 0.076 -0.007 -0.184
H -3.73691 -1.02878 1.85070 -0.047 -0.414 0.120
H -4.47838 0.09797 0.75852 0.053 0.153 -0.122
H -6.32965 -1.20615 -1.29001 -0.480 0.260 -0.007
H -3.68023 -3.18525 -1.07625 0.007 -0.148 -0.197

(3)
94
Properties=species:S:1:pos:R:3:forces:R:3 method="wB97M-V/def2-TZVPD" e_homo_ha=-0.3218 charge=0 energy_ev=-170175.8066
C 0.38090 5.24573 -1.70431 0.023 0.039 -0.253
O -0.39331 5.19028 -0.53238 0.151 -0.416 0.026
C 0.31406 5.39465 0.67204 -0.279 0.459 0.139
C -0.32305 4.57224 1.76786 0.554 -0.268 -0.192
C -0.04251 3.07329 1.54953 -0.215 0.501 0.177
C -1.27128 2.18186 1.71661 0.766 -0.461 -0.271
C -0.88081 0.72965 2.03869 0.180 0.367 -0.335
C -1.79733 -0.27616 1.36136 -0.130 0.241 0.681
C -1.51566 -1.74763 1.63841 -0.078 0.219 -1.074
C -0.15960 -2.29820 1.14758 0.236 -0.071 1.484
C 0.93871 -1.94339 2.20252 0.003 0.335 -0.462
C 2.17893 -1.25384 1.64527 0.371 -0.211 0.673
C 3.21180 -0.86440 2.73434 -0.287 -0.256 -0.505
C 3.31157 -1.80573 3.92267 0.483 0.323 0.279
N 2.24321 -1.65599 4.91093 0.253 0.243 -0.265
C 2.37482 -2.60793 6.02812 -0.756 0.147 -0.134
C 2.13548 -0.32748 5.40684 0.554 0.579 0.508
C 0.73519 0.09479 5.76980 -0.161 -0.379 -0.171
O 3.08703 0.41999 5.56434 -0.769 -0.640 -0.526
C -0.21094 -3.83943 1.05973 0.038 -0.182 -0.252
C -1.06669 -4.57496 2.09293 -0.151 -0.269 0.299
C -0.56536 -4.43924 3.51644 2.372 -1.013 0.776
O 0.53827 -4.87480 3.85266 -2.536 1.272 -0.657
O -1.35840 -3.78556 4.42928 0.717 -0.374 -0.010
O 0.26440 -1.73134 -0.07715 -0.374 0.055 -0.218
C -0.56682 -1.97560 -1.20756 0.737 -0.247 -0.114
B 0.22444 -2.95359 -2.18753 0.064 -0.080 0.282
C 1.78689 -2.86504 -2.33845 -0.529 0.256 -0.242
O -0.51537 -3.83949 -2.91548 0.050 0.277 0.039
C -0.84008 -0.70973 -2.04155 -0.181 -0.021 0.097
Br 0.30117 0.78965 -1.50227 -0.029 0.047 -0.011
O -2.20006 -0.36899 -1.99400 0.226 -0.112 0.175
C -2.80524 -0.05599 -3.22955 -0.865 0.910 0.060
P -4.62747 -0.01740 -2.91684 -0.465 -0.450 -0.818
S -5.72088 -0.43315 -4.46865 0.092 -0.031 0.166
P -2.10429 1.60371 -3.85212 0.725 -0.112 0.037
O -2.81140 2.67386 -2.85157 -0.028 -0.130 -0.256
Cl -3.19372 1.88872 -5.58343 -0.176 -0.130 0.101
H 0.34309 6.22798 -2.17478 -0.033 0.212 0.001
H 1.42911 5.00498 -1.52989 0.129 -0.078 0.163
H -0.00733 4.51700 -2.40984 -0.152 -0.091 -0.100
H 0.29887 6.45921 0.92153 0.017 0.148 0.066
H 1.36248 5.10215 0.58715 0.156 -0.084 -0.224
H -1.38888 4.77203 1.80331 -0.190 0.099 0.045
H 0.14111 4.89702 2.69604 -0.216 0.079 0.307
H 0.34198 2.97335 0.53892 0.046 -0.267 -0.206
H 0.76105 2.75645 2.21250 0.059 -0.081 0.188
H -1.91290 2.60430 2.48250 -0.365 -0.034 0.024
H -1.76660 2.15714 0.74758 -0.487 0.288 0.031
H -0.83926 0.59783 3.11812 -0.021 -0.188 0.180
H 0.12907 0.58874 1.65994 0.164 -0.116 0.019
H -1.82762 -0.03960 0.30371 0.056 -0.153 -0.163
H -2.80638 -0.08406 1.73338 -0.218 0.004 -0.067
H -1.61875 -1.91076 2.70403 0.058 -0.278 0.225
H -2.30687 -2.30738 1.13555 -0.231 -0.128 0.095
H 0.52733 -1.34149 3.00310 -0.192 0.104 0.072
H 1.27342 -2.86290 2.66320 -0.028 -0.132 0.227
H 1.92647 -0.35147 1.10410 -0.083 0.031 -0.355
H 2.67510 -1.94714 0.97014 -0.029 0.008 -0.350
H 4.18658 -0.89718 2.25416 0.208 0.165 -0.046
H 3.06401 0.17083 3.02581 -0.053 0.077 0.304
H 4.28551 -1.66602 4.40272 0.135 0.003 0.005
H 3.28516 -2.82490 3.54530 -0.091 -0.260 0.106
H 2.84837 -2.14738 6.89387 0.366 -0.094 0.062
H 2.93317 -3.46616 5.67938 0.185 -0.122 0.049
H 1.39679 -2.96883 6.33680 -0.161 -0.052 0.029
H 0.01023 -0.45876 5.18191 -0.069 -0.106 -0.112
H 0.59810 1.15369 5.59400 0.117 0.230 0.168
H 0.53101 -0.14575 6.80942 0.059 0.122 0.252
H -0.55894 -4.17824 0.08416 -0.225 0.115 -0.136
H 0.79205 -4.24836 1.15743 0.268 0.111 -0.067
H -2.12317 -4.34403 2.00654 -0.117 0.305 0.077
H -0.98384 -5.63521 1.86884 0.090 -0.200 -0.033
H -2.23384 -4.17802 4.45162 -0.388 0.136 -0.280
H -1.52078 -2.40056 -0.90975 -0.291 0.137 -0.041
H 2.27031 -3.68209 -1.80881 0.121 -0.117 0.114
H 2.05661 -2.93199 -3.39244 0.194 -0.113 -0.116
H 2.16154 -1.92433 -1.95080 0.179 0.087 0.156
H 0.06877 -4.27926 -3.53665 -0.080 -0.376 -0.225
H -0.55899 -0.87096 -3.07946 0.043 0.019 -0.198
H -2.66359 -0.82366 -3.98913 0.137 -0.169 -0.137
H -4.92205 1.24143 -2.37453 0.259 -0.058 0.305
H -4.78742 -0.90087 -1.83549 0.200 0.187 0.163
H -3.68374 2.92346 -3.17977 -0.187 0.190 0.207
C 1.47511 3.12737 -9.44918 0.031 -0.069 -0.079
S 0.75496 3.89898 -7.99371 -0.056 0.029 -0.026
O 1.85757 4.10564 -7.02217 0.049 -0.033 0.025
C -0.16072 2.45235 -7.44889 0.035 -0.111 -0.049
H 2.12947 3.85645 -9.92167 -0.006 0.038 0.029
H 2.05336 2.25282 -9.15119 -0.005 0.016 0.052
H 0.68168 2.84572 -10.14147 -0.012 0.016 0.003
H 0.52875 1.62319 -7.28655 0.047 0.042 -0.006
H -0.90654 2.18925 -8.19916 -0.023 0.025 0.013
H -0.65658 2.70460 -6.51658 0.011 0.067 0.020